DFT (ωB97M-V/def2-TZVPD) results for a structure of composition C3H8N2OS in a non-equilibrium geometry.

## Properties
**Total energy**: -701.84629 Ha
**HOMO**: -8.002 eV
**LUMO energy**: 0.2592 eV
**Molecular weight**: 120.18 g mol⁻¹

Geometry as XYZ:
```
15
Properties=species:S:1:pos:R:3:forces:R:3:mulliken_charge:R:1
C 1.303 -1.468 -0.487 0.118 0.102 -0.352 -0.722
C -0.899 -0.391 -0.210 -3.027 -2.922 0.806 0.325
C 0.615 1.904 0.543 2.797 -0.648 -3.920 -0.695
H 2.257 -1.548 0.198 -2.213 -0.520 -1.165 0.247
H 1.622 -0.552 -1.196 -1.486 -1.905 1.768 0.260
H 1.059 -2.350 -1.195 1.138 1.194 1.277 0.321
H -0.590 -1.919 0.646 -1.508 -4.377 1.718 0.255
H 1.388 2.543 -0.130 -2.098 -0.922 1.822 0.258
H 0.023 2.453 1.223 -0.420 0.514 0.605 0.286
H 1.298 1.139 0.957 -0.851 0.269 0.174 0.280
H -2.471 1.122 0.436 -2.532 -4.017 -2.890 0.333
N -0.028 -1.254 0.313 7.103 3.778 -2.439 -0.217
N -2.127 -0.928 -0.043 2.272 3.647 -1.298 -0.450
O -3.010 0.128 -0.191 0.292 4.054 2.861 -0.410
S -0.439 1.120 -0.865 0.415 1.753 1.032 -0.071
```
Positions in Å, forces in eV/Å.